# 1
The following is a quantum chemistry calculation of a single C5H4N2O molecule at a distorted geometry, from the Open Molecules 2025 dataset.

Structure (XYZ):
```
12
C5H4N2O (the ωB97M-V functional and the def2-TZVPD basis)
O 2.85522 -0.21719 -0.13430
H -2.81674 0.75228 0.06425
N -2.48686 -0.27908 -0.09244
H 1.42475 2.04483 -0.07884
H -1.18783 1.70938 0.07111
C 1.61481 -0.23665 -0.04386
C -1.20901 -0.28207 -0.10564
N -0.59043 -1.53886 -0.07786
C 0.87034 1.03712 0.03398
C 0.74249 -1.46321 0.03980
C -0.47323 0.93195 -0.00505
H 1.25648 -2.45850 0.32886
```

Calculated values
Orbital gap: 8.39 eV
Relative energy (zero: lowest compared OMol25 entry of this formula, charge and spin): 37.5 kcal/mol


# 2
The following is a quantum chemistry calculation of 2 unconnected molecules or ions with the total composition C5H4N2O2 at a distorted geometry, from the Open Molecules 2025 dataset.

Structure (XYZ):
```
13
C5H4N2O2 (the ωB97M-V functional and the def2-TZVPD basis)
H 1.76494 -1.71893 0.46392
O -2.12899 -1.02238 -1.06743
C 1.14924 0.24004 -0.27024
C -1.40723 -0.65661 -1.87204
C -0.74995 -0.00586 1.53416
C 0.42262 1.39146 0.09805
N 0.04293 -0.98388 1.41936
H 0.71991 2.34107 -0.29203
H 1.89926 0.16597 -1.14549
H -1.66889 0.01489 2.13853
N -0.43733 1.33367 1.08952
C 1.09832 -0.83268 0.59106
O -0.70484 -0.26677 -2.68737
```

Calculated values
Orbital gap: 10.24 eV
Relative energy (zero: lowest compared OMol25 entry of this formula, charge and spin): 8.4 kcal/mol


# 3
The following is a quantum chemistry calculation of a molecular structure, C5H4N2O4STb at a distorted geometry, from the Open Molecules 2025 dataset.

Structure (XYZ):
```
17
C5H4N2O4STb (the ωB97M-V functional and the def2-TZVPD basis)
C -0.00014 0.00005 2.22455
H 0.00004 1.23414 3.78969
C -0.00759 1.94193 -1.53228
O 0.00771 -3.13618 -1.57810
C -1.96912 -0.00930 -3.90165
N -0.00013 1.17219 2.78716
S 0.00355 -0.00399 0.65964
N -0.00003 -1.17216 2.78735
O 3.06859 0.00483 -2.07700
C 1.87750 0.00324 -1.87861
O 0.00881 3.13857 -1.49771
H 0.00022 -2.09048 2.29015
H 0.00014 -1.23407 3.78977
O -2.71268 0.00169 -4.78485
C -0.00870 -1.94164 -1.57787
Tb -0.26827 0.00061 -1.79027
H 0.00012 2.09057 2.29001
```

Calculated values
⟨S²⟩: 12.687
Orbital gap (alpha / beta): 6.83 / 7.05 eV
2S+1: 7
Charge: +3


# 4
The following is a quantum chemistry calculation of a single C5H4N2S molecule at a distorted geometry, from the Open Molecules 2025 dataset.

Structure (XYZ):
```
12
C5H4N2S (the ωB97M-V functional and the def2-TZVPD basis)
N -2.15057 -2.11524 -0.65477
C -1.70291 -1.21397 -0.07557
H -2.21799 3.19641 -0.71128
C 1.19286 0.21078 -0.19132
C -1.54077 1.19958 0.10264
C -1.91178 2.23624 -0.35711
N 0.35721 -0.19665 0.76258
H 0.75012 -0.87178 1.52125
H -1.49260 -0.17664 1.72488
C -1.09689 -0.09299 0.68133
H 0.76147 0.80072 -0.97516
S 2.81934 -0.05020 -0.20464
```

Calculated values
Orbital gap: 9.07 eV
Relative energy (zero: lowest compared OMol25 entry of this formula, charge and spin): 59.7 kcal/mol


# 5
The following is a quantum chemistry calculation of a single C5H4O molecule at a distorted geometry, from the Open Molecules 2025 dataset.

Structure (XYZ):
```
10
C5H4O (the ωB97M-V functional and the def2-TZVPD basis)
C 0.36792 -0.94981 0.07207
H -0.96441 1.87242 -0.82512
H 0.01302 -1.91137 0.04881
C -0.83722 1.33102 0.01873
C 1.79248 -0.89742 -0.01457
H -0.85562 1.93766 0.84733
C 3.13669 1.15534 -0.05098
O 2.38137 0.24726 0.08359
H 2.38640 -1.83602 -0.15704
C -0.32818 0.14881 -0.09285
```

Calculated values
Orbital gap (alpha / beta): 7.27 / 7.13 eV
Relative energy (zero: lowest compared OMol25 entry of this formula, charge and spin): 143.6 kcal/mol


# 6
The following is a quantum chemistry calculation of a single C5H4O2 molecule, from the Open Molecules 2025 dataset.

Structure (XYZ):
```
11
C5H4O2 (the ωB97M-V functional and the def2-TZVPD basis)
H 1.33147 -2.14539 1.17709
H 1.96345 -1.10540 -0.93351
H 0.96687 1.05084 -1.71890
H 0.04785 -0.84581 1.46582
C 0.49949 0.50557 -0.90360
C -0.66871 0.90682 -0.43953
C 0.83105 -1.24907 0.82628
O -2.64921 0.67622 1.14128
C -1.84088 0.96367 0.32511
C 1.16058 -0.68173 -0.33533
O -1.63663 1.93810 -0.63402
```

Calculated values
Orbital gap: 9.24 eV
Relative energy (zero: lowest compared OMol25 entry of this formula, charge and spin): 55.9 kcal/mol


What did the third record say?
The following is a quantum chemistry calculation of a molecular structure, C5H4N2O4STb at a distorted geometry, from the Open Molecules 2025 dataset.

Structure (XYZ):
```
17
C5H4N2O4STb (the ωB97M-V functional and the def2-TZVPD basis)
C -0.00014 0.00005 2.22455
H 0.00004 1.23414 3.78969
C -0.00759 1.94193 -1.53228
O 0.00771 -3.13618 -1.57810
C -1.96912 -0.00930 -3.90165
N -0.00013 1.17219 2.78716
S 0.00355 -0.00399 0.65964
N -0.00003 -1.17216 2.78735
O 3.06859 0.00483 -2.07700
C 1.87750 0.00324 -1.87861
O 0.00881 3.13857 -1.49771
H 0.00022 -2.09048 2.29015
H 0.00014 -1.23407 3.78977
O -2.71268 0.00169 -4.78485
C -0.00870 -1.94164 -1.57787
Tb -0.26827 0.00061 -1.79027
H 0.00012 2.09057 2.29001
```

Calculated values
⟨S²⟩: 12.687
Orbital gap (alpha / beta): 6.83 / 7.05 eV
2S+1: 7
Charge: +3